[1]
DFT (ωB97M-V/def2-TZVPD) results for the ion NO4S with charge -1.

```
! RIJCOSX wB97M-V def2-TZVPD def2/J DEFGRID3
* xyz -1 1
O 1.69122 -0.25535 -0.54469
O -1.85627 0.67766 -0.51857
O -0.25362 -1.38151 0.24027
S 0.46095 -0.05519 0.23636
N -0.67631 0.34305 -0.87862
O 0.63403 0.67134 1.46524
*
```

HOMO: -0.1885 Ha
LUMO energy: 0.13210 hartree
Energy above the lowest of the compared OMol25 structures with the same formula, charge and spin: 97.18 kJ/mol

---

[2]
DFT (ωB97M-V/def2-TZVPD) results for a cluster of 2 separate species, NO4S in total.

```
! RIJCOSX wB97M-V def2-TZVPD def2/J DEFGRID3
* xyz 1 1
O 2.07034 -0.46682 -0.22942
S -1.62869 -0.36025 0.18306
O 0.52596 0.95296 0.49679
N 1.17870 0.12893 0.09745
O -1.65398 0.87781 -0.49079
O -0.49232 -1.13263 -0.05709
*
```

HOMO: -0.6386 Ha
LUMO energy: -0.29670 hartree
Energy above the lowest of the compared OMol25 structures with the same formula, charge and spin: 73.55 kJ/mol

---

[3]
DFT (ωB97M-V/def2-TZVPD) results for the ion NO5S with charge -1.

```
! RIJCOSX wB97M-V def2-TZVPD def2/J DEFGRID3
* xyz -1 1
O -1.18847 -1.39654 -0.34345
O -1.20022 0.40399 1.29710
N 1.02357 -0.01344 0.11705
O 1.61870 1.03720 0.44822
O 1.58679 -0.99169 -0.38730
O -0.96711 0.96425 -1.11849
S -0.87326 -0.00377 -0.01313
*
```

HOMO: -0.2276 Ha
LUMO energy: 0.15162 hartree
Energy above the lowest of the compared OMol25 structures with the same formula, charge and spin: 4.69 kJ/mol

---

[4]
DFT (ωB97M-V/def2-TZVPD) results for a structure of composition NO7S2.

```
! RIJCOSX wB97M-V def2-TZVPD def2/J DEFGRID3
* xyz -1 3
O -1.56905 1.31219 1.83709
O 2.05437 -0.22438 -0.91272
N 0.96769 -0.65861 -1.14371
O -0.57266 -0.97760 2.25470
O 0.21298 0.99555 -2.46612
O 0.64609 -1.61837 -1.85228
S -0.48406 0.31747 -0.51497
S -0.46107 0.36443 1.82634
O -1.66806 -0.36454 -0.82494
O 0.87376 0.85386 1.79662
*
```

HOMO (spin up / spin down): -0.1774 / -0.2219 Ha
Expectation value of S²: 2.032
LUMO energy (spin up / spin down): 0.12587 / 0.07230 hartree
Energy above the lowest of the compared OMol25 structures with the same formula, charge and spin: 144.88 kJ/mol

---

Question: The lowest energy above the lowest of the compared OMol25 structures with the same formula, charge and spin belongs to which entry?
Answer: NO5S